Entry A
This record from OMol25 describes the ion C4H4NO with charge +1. The level of theory is ωB97M-V with the def2-TZVPD basis set.

- HOMO (eV) = -15.197
- total charge = +1

Each line ends with the Mulliken charge.
Positions of all 10 atoms, in Å:
C -0.828 0.151 -0.045  0.438
C 2.272 0.044 0.051  0.536
C -1.578 1.150 0.014  -0.524
C 0.020 -0.984 -0.031  -0.353
N 1.390 -0.770 0.032  -0.248
O 3.192 0.708 -0.099  -0.303
H -1.824 1.528 1.122  0.275
H -2.094 1.665 -0.638  0.411
H -0.428 -1.855 0.523  0.400
H -0.121 -1.638 -0.930  0.368

Entry B
This record from OMol25 describes the ion C4H4NO with charge +1. The level of theory is ωB97M-V with the def2-TZVPD basis set.

- HOMO (eV) = -16.533
- total charge = +1

Each line ends with the Mulliken charge.
Positions of all 10 atoms, in Å:
C 0.110 0.009 1.286  -0.253
C 0.885 0.074 0.184  -0.204
C -1.233 0.225 1.253  0.400
C 0.457 -0.006 -1.240  0.228
N -2.130 0.599 0.679  -0.370
O -0.643 -0.370 -1.659  -0.151
H 0.549 0.013 2.258  0.421
H 2.020 -0.117 0.350  0.312
H -1.342 -0.274 -1.224  0.255
H 1.328 -0.153 -1.887  0.362

Which of them is the most stable? Correct choice: entry B.